# 1
{"formula": "C6H10NO", "method": "the ωB97M-V functional and the def2-TZVPD basis", "elements": ["C", "C", "C", "C", "C", "C", "N", "O", "H", "H", "H", "H", "H", "H", "H", "H", "H", "H"], "xyz": [[2.45671, 0.49255, 0.06033], [1.47365, -0.21139, -0.36803], [3.45129, 1.36173, 0.25448], [-1.96804, 1.53533, -0.41217], [0.53897, -1.03823, -0.63616], [-1.87571, 0.63488, 0.51022], [0.02192, -2.02162, 0.23213], [-2.41409, -0.57503, 0.49576], [3.74733, 1.74903, -0.66163], [3.63057, 1.88866, 1.24289], [-2.70319, 1.47416, -1.17077], [-1.81332, 2.64047, -0.30541], [0.19142, -1.02401, -1.60474], [-1.17487, 0.71586, 1.35166], [-0.95593, -1.81664, 0.58381], [0.79151, -2.22005, 0.88263], [-0.20665, -2.87418, -0.39194], [-3.19158, -0.71151, -0.06306]], "forces_ev_per_a": [[0.4, 0.8, 0.0], [2.6, 1.1, 1.9], [-2.7, -0.6, 2.1], [-1.3, 3.6, -0.7], [0.1, 0.8, -1.1], [2.0, 0.7, 1.4], [-1.7, -2.6, -0.6], [-0.7, -2.8, 0.2], [1.1, 1.2, -1.3], [0.4, -1.3, -1.3], [-0.6, -0.8, -1.0], [1.0, -1.4, 0.4], [-1.1, -0.5, -2.0], [-0.5, 0.2, -0.1], [0.9, 0.5, 0.5], [-0.9, -0.4, 0.5], [1.0, 1.1, 1.4], [0.1, 0.5, -0.1]], "lowdin_charge": [-0.031, -0.011, 0.092, 0.021, -0.173, -0.335, 0.194, -0.015, 0.055, 0.115, 0.054, 0.096, 0.113, 0.130, 0.150, 0.187, 0.220, 0.139], "e_tot_ha": -364.1890, "lumo_energy_ev": -4.14, "total_charge": 1, "homo_energy_ev": -12.83}

=====

# 2
{"formula": "C6H10NO2S", "method": "the ωB97M-V functional and the def2-TZVPD basis", "elements": ["C", "C", "C", "C", "C", "C", "N", "O", "O", "S", "H", "H", "H", "H", "H", "H", "H", "H", "H", "H"], "xyz": [[0.54828, -1.24315, 1.14093], [-1.49327, 1.79272, 0.09579], [2.12486, 0.06733, -0.37682], [-2.60943, 1.30157, 0.77577], [1.00436, -1.90874, -1.22841], [1.61227, -1.25975, 0.01005], [0.46753, 1.16947, -1.01073], [0.21635, -0.30344, 1.75618], [-0.77242, 0.94019, -0.48183], [3.17452, 1.20080, -0.31921], [0.14893, -2.20178, 1.33618], [-1.12361, 2.75351, 0.19051], [-3.55348, 1.47194, 0.31701], [-2.90791, 1.95923, 1.67751], [-2.54314, 0.25376, 0.87088], [0.55990, -2.88327, -0.84142], [0.27139, -1.12998, -1.59688], [1.69387, -2.25604, -1.85313], [2.43654, -1.80768, 0.31261], [0.74446, 2.08332, -0.77500]], "forces_ev_per_a": [[1.8, -0.1, -1.3], [1.4, -1.4, -0.6], [-1.3, 2.4, 1.0], [-2.6, 1.5, 2.2], [-4.1, 0.4, 3.4], [-1.2, 1.6, -1.3], [1.0, -2.6, -1.1], [-0.6, 2.0, 1.1], [-0.5, -0.2, 0.3], [0.1, -1.2, -0.2], [-0.6, -1.7, 0.1], [0.6, 2.2, -0.1], [-0.9, 0.2, -1.4], [1.3, -1.4, -0.7], [0.1, -1.1, 0.8], [-0.2, 1.3, -0.6], [0.7, -1.6, -0.3], [2.9, -0.7, -3.1], [1.8, -1.3, 1.0], [0.5, 1.7, 0.7]], "lowdin_charge": [-0.197, -0.085, -0.511, 0.002, -0.019, -0.338, 0.023, 0.121, -0.039, 0.984, 0.128, 0.143, 0.105, 0.163, 0.095, 0.125, 0.105, 0.041, 0.131, 0.022], "e_tot_ha": -837.5574, "lumo_energy_ev": -4.71, "total_charge": 1, "homo_energy_ev": -12.86}

=====

# 3
{"formula": "C6H10NO4S", "method": "the ωB97M-V functional and the def2-TZVPD basis", "elements": ["C", "C", "C", "C", "C", "C", "N", "O", "O", "O", "O", "S", "H", "H", "H", "H", "H", "H", "H", "H", "H", "H"], "xyz": [[1.23063, 2.61992, -0.22406], [-0.12434, -2.33971, 2.00650], [0.77113, 2.97036, -1.57180], [0.66289, 1.62277, -2.33025], [-0.46278, 0.26275, -0.67765], [-1.26438, -3.22734, 2.11825], [-0.51280, 0.80870, -1.87436], [1.97496, 3.27996, 0.39014], [0.66413, -2.17619, 3.02309], [-1.46950, -0.51629, -0.45681], [-0.00621, -1.62681, 0.97232], [0.60531, 1.03415, 0.49439], [-0.05232, 3.62195, -1.63034], [1.67655, 3.52709, -2.00156], [0.52306, 1.62862, -3.49363], [1.54903, 1.09830, -2.11357], [-2.09021, -2.93251, 2.75789], [-0.80721, -4.05281, 2.71170], [-1.46147, -3.63266, 1.15751], [-1.34586, 0.58330, -2.40769], [1.29245, -1.48219, 2.78530], [-1.35305, -1.07138, 0.36462]], "forces_ev_per_a": [[-1.1, 0.2, -0.6], [-0.8, 3.2, -2.1], [2.5, -1.0, -2.5], [-2.8, 0.8, -2.8], [-1.5, 2.0, -1.0], [1.4, -2.5, 2.1], [1.7, 0.1, 0.6], [0.8, 0.0, 1.6], [0.3, -0.4, 0.3], [-0.2, 0.1, 0.2], [0.7, -1.8, 2.3], [0.4, -1.1, 1.1], [-1.3, 0.6, 0.1], [-1.3, -0.6, 0.4], [0.5, 0.6, 2.3], [1.0, -1.0, 0.1], [-0.1, 0.6, -0.4], [-0.6, -0.1, -0.3], [-0.8, -0.1, -0.7], [0.4, 0.1, -0.4], [0.3, 0.2, 0.1], [0.6, 0.1, -0.3]], "lowdin_charge": [-0.661, -0.513, -0.109, -0.127, -0.598, 0.042, 0.080, 0.139, 0.199, 0.109, -0.060, 1.157, 0.122, 0.173, 0.176, 0.104, 0.119, 0.124, 0.097, 0.180, 0.148, 0.100], "e_tot_ha": -988.2792, "lumo_energy_ev": -3.85, "total_charge": 1, "homo_energy_ev": -14.04}

=====

# 4
{"formula": "C6H10NO7P", "method": "the ωB97M-V functional and the def2-TZVPD basis", "elements": ["C", "C", "O", "C", "C", "N", "O", "O", "P", "O", "O", "O", "C", "C", "O", "H", "H", "H", "H", "H", "H", "H", "H", "H", "H"], "xyz": [[-1.02824, 1.94506, -1.45798], [-1.10267, 1.04651, -0.21950], [-2.33440, 0.34198, -0.13398], [0.08884, 0.02850, -0.16967], [0.72779, -0.05230, 0.99764], [1.85535, -0.81108, 1.38865], [2.98968, -0.40966, 1.07128], [1.71103, -1.86211, 2.00663], [-0.19073, 0.77675, 2.58981], [0.62327, 0.26464, 3.72254], [-0.13079, 2.26178, 2.35189], [-1.56853, 0.17036, 2.41474], [0.22974, -0.84368, -1.29900], [1.50482, -1.74851, -1.28181], [-0.87786, -1.83018, -1.17203], [-1.54029, 1.62492, -2.44342], [0.07914, 2.22494, -1.65575], [-1.61823, 2.79970, -1.15893], [-1.01934, 1.69391, 0.57546], [-2.24412, 0.04897, 0.81540], [0.20584, -0.37855, -2.32996], [1.70893, -2.14949, -0.21209], [1.16968, -2.54464, -1.98212], [2.39784, -1.20817, -1.67600], [-1.63675, -1.38965, -0.74178]], "forces_ev_per_a": [[0.4, -0.1, -1.4], [1.0, -2.2, -2.7], [-0.1, -0.2, 0.0], [-0.1, 2.1, 1.4], [-1.3, 1.3, 1.1], [1.4, -1.2, -0.7], [-0.7, 0.3, 0.3], [-0.3, 0.6, -0.1], [0.4, 0.3, 0.5], [0.5, -0.4, 0.6], [0.1, 0.4, -0.4], [-0.6, -0.5, -0.5], [0.5, -2.7, -1.3], [-0.5, -0.1, 0.6], [0.4, 0.4, -0.7], [1.0, -0.2, 1.5], [-1.9, -0.2, 0.3], [0.2, 0.8, -0.1], [0.3, 1.3, 1.8], [-0.3, 0.2, 0.5], [-0.4, -0.1, 1.0], [-0.4, 0.3, -2.4], [0.8, 0.1, 0.5], [-0.6, -0.4, 0.3], [0.4, 0.3, -0.2]], "lowdin_charge": [-0.060, -0.411, -0.091, -0.171, -0.064, -0.429, 0.000, 0.030, 0.109, -0.405, -0.417, -0.385, -0.362, -0.050, -0.077, 0.085, 0.107, 0.052, 0.050, 0.055, 0.138, 0.090, 0.068, 0.076, 0.062], "smiles": "C[C@@H](O)C(=C([N+](=O)[O-])P(=O)([O-])[O-])[C@@H](C)O", "e_tot_ha": -1157.3838, "lumo_energy_ev": 5.82, "total_charge": -2, "homo_energy_ev": -0.68}

=====

# 5
{"formula": "C6H10O", "method": "the ωB97M-V functional and the def2-TZVPD basis", "elements": ["C", "C", "C", "C", "C", "O", "C", "H", "H", "H", "H", "H", "H", "H", "H", "H", "H"], "xyz": [[1.57304, -0.86855, -2.67826], [0.96617, -1.15816, -1.33884], [0.35124, -0.15924, -0.60750], [-0.31465, -0.30632, 0.66363], [-0.96764, 0.73233, 1.32694], [-1.07479, 1.97433, 0.69515], [-1.32090, 0.73324, 2.75933], [2.66490, -0.68332, -2.72962], [1.40132, -1.67523, -3.40838], [1.13127, 0.02681, -3.13244], [1.15444, -2.15965, -0.96614], [0.23558, 0.82302, -1.04025], [-0.11553, -1.26892, 1.12522], [-1.49986, 1.83795, -0.14719], [-2.34857, 1.06711, 2.97020], [-0.63759, 1.36425, 3.35727], [-1.19843, -0.27964, 3.15088]], "forces_ev_per_a": [[0.1, 0.0, -0.5], [0.6, 0.1, -0.8], [-1.2, -0.4, 1.4], [1.1, 0.8, -1.0], [0.2, -1.1, -0.2], [0.1, 0.5, 0.7], [0.1, -0.1, 0.2], [0.0, -0.1, 0.3], [0.0, 0.0, 0.1], [-0.1, 0.0, 0.1], [-0.2, 0.0, 0.3], [0.2, 0.2, -0.4], [-0.4, 0.0, 0.4], [-0.2, -0.2, -0.7], [0.1, 0.0, 0.0], [-0.1, 0.2, 0.1], [-0.1, 0.0, 0.0]], "lowdin_charge": [-0.220, -0.282, -0.220, -0.141, -0.473, -0.075, -0.126, 0.037, 0.038, 0.045, 0.051, 0.063, 0.079, 0.056, 0.054, 0.054, 0.059], "s2": 0.78, "spin_multiplicity": 2, "e_tot_ha": -309.7761, "lumo_energy_ev": [4.28, 4.15], "total_charge": -1, "homo_energy_ev": [0.61, -2.19]}

=====

# 6
{"formula": "C6H10O", "method": "the ωB97M-V functional and the def2-TZVPD basis", "elements": ["C", "C", "O", "C", "C", "C", "C", "H", "H", "H", "H", "H", "H", "H", "H", "H", "H"], "xyz": [[-1.90450, -0.66911, -0.15215], [-0.51052, -0.18192, 0.20876], [-0.45984, -0.18432, 1.62485], [-0.08973, 1.20273, -0.41336], [1.36301, 1.23755, 0.00388], [1.82890, -0.01237, 0.07973], [0.72045, -0.98681, -0.29296], [-2.08140, -1.70307, 0.16954], [-2.08214, -0.60331, -1.22887], [-2.64091, -0.04420, 0.36702], [0.47052, 0.00087, 1.83033], [-0.16288, 1.06554, -1.50619], [-0.64492, 2.11809, -0.17819], [1.89472, 2.14044, 0.29343], [2.81351, -0.30358, 0.43165], [0.81527, -1.98259, 0.14956], [0.67046, -1.09396, -1.38703]], "forces_ev_per_a": [[0.1, 0.0, -0.1], [0.0, 0.1, -0.4], [0.0, 0.2, 0.1], [-0.1, 0.0, 0.1], [0.1, -0.2, 0.0], [0.1, 0.1, -0.1], [0.0, -0.1, 0.0], [0.2, 0.2, 0.0], [0.0, 0.0, 0.1], [0.1, -0.1, -0.2], [-0.3, 0.1, 0.3], [0.0, 0.1, 0.2], [-0.1, -0.4, 0.3], [0.0, -0.2, -0.2], [-0.1, 0.0, -0.2], [-0.1, 0.2, 0.0], [0.0, -0.1, 0.1]], "lowdin_charge": [-0.020, -0.566, -0.026, -0.109, -0.095, -0.103, -0.114, 0.087, 0.083, 0.089, 0.085, 0.120, 0.118, 0.105, 0.103, 0.120, 0.122], "smiles": "CC1(O)CC=CC1", "e_tot_ha": -309.8288, "lumo_energy_ev": 1.04, "homo_energy_ev": -9.53}

=====

# 7
{"formula": "C6H10O", "method": "the ωB97M-V functional and the def2-TZVPD basis", "elements": ["C", "C", "C", "C", "O", "C", "C", "H", "H", "H", "H", "H", "H", "H", "H", "H", "H"], "xyz": [[2.03995, 0.47953, 0.02097], [0.94053, -0.56320, -0.15525], [-0.00176, -0.73688, 1.04974], [-1.16852, -0.33155, 0.17815], [-2.42286, -0.89390, 0.32896], [-1.02245, 0.98974, -0.56108], [-0.44723, -0.24390, -1.11008], [3.00181, 0.10130, 0.40777], [1.73406, 1.27477, 0.72312], [2.24461, 0.93605, -0.94474], [0.94172, -1.22766, -0.99177], [0.19408, -0.02484, 1.86628], [-0.12241, -1.73443, 1.48202], [-2.85262, -0.39668, 1.03487], [-1.94052, 1.33514, -1.01761], [-0.31105, 1.75545, -0.26400], [-0.80734, -0.71895, -2.04735]], "forces_ev_per_a": [[-0.2, 0.0, -0.4], [-1.5, 1.2, -1.4], [-0.2, -0.1, 0.0], [-0.1, 0.2, 0.2], [-0.4, 0.1, 0.1], [-0.3, 0.5, 0.3], [0.2, 0.6, 0.5], [-0.5, -0.2, -0.1], [0.0, -0.3, -0.3], [0.2, 0.2, -0.1], [2.2, -2.4, 0.9], [0.1, -0.3, -0.2], [0.1, 0.0, -0.2], [-0.2, -0.2, -0.1], [-0.1, 0.1, 0.1], [-0.3, 0.1, 0.2], [0.9, 0.3, 0.6]], "lowdin_charge": [-0.079, -0.230, -0.071, -0.507, 0.034, -0.046, -0.128, 0.077, 0.073, 0.074, 0.109, 0.114, 0.115, 0.106, 0.108, 0.098, 0.153], "smiles": "C[C@H]1C[C@@]2(O)C[C@@H]12", "e_tot_ha": -309.7287, "lumo_energy_ev": 0.99, "homo_energy_ev": -8.79}

=====

# 8
{"formula": "C6H10O", "method": "the ωB97M-V functional and the def2-TZVPD basis", "elements": ["C", "C", "C", "O", "C", "C", "C", "H", "H", "H", "H", "H", "H", "H", "H", "H", "H"], "xyz": [[0.05248, -1.44478, -0.91356], [-0.81523, -1.62829, 0.08214], [-0.97961, -0.47260, 1.01697], [-1.40628, 0.67253, 0.29987], [-0.35602, 1.59290, 0.45585], [1.06323, 0.82741, 0.02919], [0.81385, -0.14271, -1.16559], [0.21423, -2.24932, -1.63323], [-1.35988, -2.55637, 0.23029], [0.03151, -0.22758, 1.31876], [-1.55372, -0.59595, 1.93344], [-0.36755, 1.94907, 1.50753], [-0.66673, 2.46763, -0.15238], [1.65446, 0.23205, 0.77257], [1.77728, 1.60286, -0.24947], [0.25860, 0.44405, -1.90199], [1.76849, -0.41443, -1.64128]], "forces_ev_per_a": [[-0.1, 0.1, 0.1], [0.2, -0.1, -0.1], [0.0, -0.3, 0.4], [0.0, 0.0, 0.2], [1.0, -0.2, -0.1], [-0.5, 0.6, -0.2], [-0.1, 0.2, -0.1], [0.0, 0.2, 0.1], [0.1, 0.1, -0.1], [-0.4, -0.6, 0.8], [-0.4, -0.4, -0.2], [0.5, -0.2, -0.3], [0.9, -0.5, -0.1], [-0.9, 0.8, 0.1], [-0.1, 0.1, -0.4], [0.0, -0.2, -0.2], [-0.2, 0.2, 0.2]], "lowdin_charge": [-0.094, -0.062, -0.239, -0.150, -0.179, -0.153, -0.186, 0.099, 0.098, 0.074, 0.127, 0.117, 0.123, 0.113, 0.093, 0.113, 0.107], "smiles": "C1=CCOCCC1", "e_tot_ha": -309.7775, "lumo_energy_ev": 1.10, "homo_energy_ev": -9.13}

=====

# 9
{"formula": "C6H10O", "method": "the ωB97M-V functional and the def2-TZVPD basis", "elements": ["C", "C", "O", "C", "C", "C", "C", "H", "H", "H", "H", "H", "H", "H", "H", "H", "H"], "xyz": [[-1.28524, -0.22859, 0.41359], [-0.87223, -1.55680, -0.03581], [0.82910, -1.24291, -0.80960], [1.67649, -0.52547, 0.07568], [1.55314, 0.99078, 0.08454], [0.40321, 1.62405, -0.12409], [-0.87441, 0.90768, -0.52091], [-1.12590, -0.00143, 1.47977], [-2.34953, -0.60346, 0.28659], [-1.14491, -2.29584, 0.77036], [-1.29230, -1.86089, -0.98798], [1.37057, -0.83143, 1.08248], [2.76120, -0.75062, -0.03951], [2.43428, 1.57089, 0.37990], [0.34452, 2.70532, 0.00121], [-0.73750, 0.47269, -1.51785], [-1.69047, 1.62602, -0.53837]], "forces_ev_per_a": [[-1.1, -0.3, -0.2], [2.9, 0.0, -0.9], [-2.1, -0.8, 1.6], [-0.2, 0.1, 0.6], [-0.4, 0.0, 0.0], [0.0, -0.2, 0.0], [-0.4, 0.1, 0.0], [0.1, -0.2, -0.4], [0.0, 1.6, 0.5], [1.5, 0.1, -0.8], [0.2, 0.1, -0.1], [0.6, 0.0, 0.3], [-0.7, -0.4, -0.3], [-0.2, -0.3, -0.1], [0.1, -0.2, -0.1], [-0.2, 0.3, 0.1], [0.0, 0.2, -0.2]], "lowdin_charge": [-0.247, -0.004, -0.191, -0.289, -0.091, -0.110, -0.191, 0.127, 0.137, 0.123, 0.099, 0.107, 0.115, 0.100, 0.095, 0.118, 0.101], "e_tot_ha": -309.7271, "lumo_energy_ev": 0.94, "homo_energy_ev": -8.96}

=====

# 10
{"formula": "C6H10O", "method": "the ωB97M-V functional and the def2-TZVPD basis", "elements": ["C", "C", "C", "C", "C", "C", "O", "H", "H", "H", "H", "H", "H", "H", "H", "H", "H"], "xyz": [[-2.05488, 0.53899, 0.22439], [-0.73221, -0.16902, 0.06592], [-0.09196, -1.53474, -0.18752], [1.39088, -1.18024, 0.05288], [1.84060, 0.08831, 0.03737], [0.91122, 1.23577, -0.37195], [-0.15819, 0.61254, -1.00687], [-2.60301, 0.32916, 1.14295], [-2.68751, 0.50513, -0.66570], [-1.59542, 1.55784, 0.36260], [-0.25775, 0.09566, 1.01868], [-0.26119, -1.86905, -1.21868], [-0.40515, -2.34109, 0.48828], [2.05982, -1.98829, 0.35517], [2.87685, 0.30668, 0.27988], [0.38853, 1.83974, 0.45080], [1.37936, 1.97264, -1.02819]], "forces_ev_per_a": [[-0.1, 0.2, 0.1], [0.0, 0.1, 0.0], [-0.1, 0.1, 0.0], [0.0, 0.2, 0.0], [-0.1, -0.1, 0.2], [0.1, 0.4, 0.4], [0.0, 0.1, 0.0], [-0.1, -0.3, -0.1], [0.0, 0.1, 0.2], [-1.3, -0.5, -0.3], [0.0, 0.1, -0.1], [0.0, 0.0, 0.2], [0.0, 0.2, 0.0], [-0.1, 0.2, -0.3], [-0.1, 0.0, 0.0], [1.5, -0.5, -0.3], [0.1, -0.2, -0.1]], "lowdin_charge": [-0.023, -0.413, -0.108, -0.077, -0.060, -0.227, -0.149, 0.078, 0.083, 0.093, 0.120, 0.117, 0.113, 0.100, 0.097, 0.135, 0.121], "smiles": "C[C@H]1CC=CCO1", "e_tot_ha": -309.7710, "lumo_energy_ev": 1.10, "homo_energy_ev": -9.37}